Entry from OMol25: a cluster of 2 separate species, C11H19N2 in total (ωB97M-V with the def2-TZVPD basis set).

Last column: Mulliken charge in e.
CARTESIAN COORDINATES (ANGSTROEM)
1 C 0.456 1.693 1.683  -0.572
2 C 0.365 2.562 0.502  -0.815
3 C -1.629 0.803 0.221  -0.007
4 C -1.149 -0.461 -0.606  -0.744
5 C 1.407 0.242 -1.391  -0.673
6 C 2.760 0.036 -0.588  -0.589
7 C -4.346 -1.465 0.460  -0.385
8 C -4.261 -0.931 -0.748  -0.053
9 C -0.163 1.103 0.412  0.450
10 C 0.250 0.159 -0.561  -0.163
11 C 2.865 -1.316 0.062  0.541
12 N 4.113 -1.751 0.148  -0.321
13 N 1.815 -1.863 0.608  -0.755
14 H 1.481 1.442 1.855  0.251
15 H -0.148 1.684 2.625  0.271
16 H -0.330 3.400 0.536  0.358
17 H 1.386 2.715 0.030  0.212
18 H -2.108 1.685 -0.313  0.283
19 H -2.237 0.437 1.208  0.248
20 H -1.146 -1.486 -0.108  0.375
21 H -1.590 -0.534 -1.559  0.650
22 H 1.443 1.295 -1.719  0.401
23 H 1.496 -0.386 -2.295  0.269
24 H 3.568 0.290 -1.162  0.541
25 H 2.712 0.764 0.364  0.082
26 H -3.467 -1.314 1.135  0.098
27 H -5.295 -1.917 0.932  0.240
28 H -5.059 -0.991 -1.495  0.292
29 H -3.299 -0.509 -1.059  -0.122
30 H 4.910 -1.349 -0.116  0.162
31 H 4.171 -2.686 0.498  0.270
32 H 1.030 -1.352 0.439  0.205

Output
LUMO: -5.5729 eV
HOMO level: -12.90 eV
Kohn-Sham gap: 0.269 Ha
2S+1: 1
Net charge: +1
Electronic energy: -14683.3821 eV